No. 1
Entry from the OMol25 dataset: a 3-piece molecular cluster, C4H13NO2 overall in a non-equilibrium geometry (the ωB97M-V functional and the def2-TZVPD basis).

```
! wB97M-V def2-TZVPD RIJCOSX def2/J DEFGRID3
* xyz 1 2
C 0.665 -2.947 -0.622
C 0.367 -1.716 0.159
C 0.943 -0.531 -0.256
N 0.716 0.660 0.354
C 1.765 1.691 0.332
H 0.436 -2.860 -1.691
H 1.724 -3.222 -0.617
H 0.059 -3.800 -0.305
H -0.163 -1.724 1.107
H 1.583 -0.462 -1.123
H 0.162 0.641 1.211
H 2.361 1.708 1.245
H 2.474 1.478 -0.462
H 1.495 2.701 0.024
H -1.584 1.103 -1.752
H -0.597 1.786 -0.688
O -1.432 1.841 -1.142
H -2.256 0.020 0.406
H -2.832 1.152 1.075
O -2.272 0.398 1.292
*
```

Computed properties:
- molar mass (u) = 107.2
- max |F| (Eh/bohr) = 0.04124
- highest occupied orbital energy (alpha / beta) (Eh) = -0.538 / -0.546
- ΔE to the lowest compared entry with this formula, charge and spin (kJ/mol) = 74.8
- calculated total energy (eV) = -9935.380

No. 2
Entry from the OMol25 dataset: a 3-piece molecular cluster, C4H13NO2 overall in a non-equilibrium geometry (the ωB97M-V functional and the def2-TZVPD basis).

```
! wB97M-V def2-TZVPD RIJCOSX def2/J DEFGRID3
* xyz 1 2
C 2.214 -0.634 1.165
C 0.704 -0.870 0.865
C 0.317 -0.173 -0.427
C -1.866 -1.036 -0.903
N -1.096 -0.034 -0.791
H 2.349 -0.665 2.240
H 2.624 0.275 0.738
H 2.829 -1.457 0.801
H 0.570 -1.947 0.872
H 0.226 -0.363 1.702
H 0.740 0.827 -0.528
H 0.855 -0.655 -1.259
H -2.473 -1.198 -1.796
H -1.883 -1.809 -0.128
H -0.271 1.260 -3.235
H 0.473 1.590 -4.567
O 0.249 1.915 -3.688
H -1.876 1.039 2.606
H -2.334 2.431 3.031
O -2.350 1.503 3.301
*
```

Computed properties:
- molar mass (u) = 107.2
- max |F| (Eh/bohr) = 0.05928
- highest occupied orbital energy (alpha / beta) (Eh) = -0.531 / -0.531
- ΔE to the lowest compared entry with this formula, charge and spin (kJ/mol) = 303.6
- calculated total energy (eV) = -9933.009

No. 3
Entry from the OMol25 dataset: a 2-piece molecular cluster, C4H13NO2S overall in a non-equilibrium geometry (the ωB97M-V functional and the def2-TZVPD basis).

```
! wB97M-V def2-TZVPD RIJCOSX def2/J DEFGRID3
* xyz 0 1
C -0.944 1.246 0.069
C -0.710 -0.080 -0.783
C -0.498 0.151 -2.399
S 0.778 1.481 -2.299
N 0.428 -0.770 -0.293
C 0.001 -1.904 0.504
O -0.873 -1.626 1.565
H -0.454 1.403 1.027
H -1.068 2.207 -0.403
H -2.061 1.140 0.424
H -1.767 -0.620 -0.647
H -1.457 0.463 -2.726
H -0.097 -0.666 -2.848
H 1.246 1.497 -3.483
H 1.165 -0.269 0.131
H 0.924 -2.402 0.881
H -0.483 -2.686 -0.099
H -1.284 -0.758 1.442
H 1.152 0.089 5.676
H 1.636 -0.474 4.310
O 0.876 -0.087 4.786
*
```

Computed properties:
- molar mass (u) = 139.2
- SMILES = C[C@@H](CS)NCO.O
- max |F| (Eh/bohr) = 0.10761
- highest occupied orbital energy (Eh) = -0.333
- ΔE to the lowest compared entry with this formula, charge and spin (kJ/mol) = 204.1
- calculated total energy (eV) = -20777.104

No. 4
Entry from the OMol25 dataset: a 2-piece molecular cluster, C4H13NO2S overall in a non-equilibrium geometry (the ωB97M-V functional and the def2-TZVPD basis).

```
! wB97M-V def2-TZVPD RIJCOSX def2/J DEFGRID3
* xyz 0 1
C 0.605 -1.732 -0.047
O -0.008 -2.522 0.983
C 0.114 -0.298 0.109
C -0.665 0.299 1.340
C -2.176 -0.093 1.252
S -3.037 0.714 -0.090
N 1.206 0.628 -0.238
H 1.681 -1.770 0.175
H 0.225 -2.134 -1.087
H 0.646 -3.208 1.249
H -0.719 -0.062 -0.603
H -0.188 -0.063 2.247
H -0.482 1.365 1.463
H -2.689 0.325 2.117
H -2.339 -1.257 1.286
H -1.958 1.359 -0.726
H 0.872 1.566 -0.723
H 1.965 0.848 0.402
H 2.555 1.962 -3.791
H 2.075 1.679 -2.414
O 2.318 2.394 -2.903
*
```

Computed properties:
- molar mass (u) = 139.2
- SMILES = N[C@@H](CO)CCS.O
- max |F| (Eh/bohr) = 0.09788
- highest occupied orbital energy (Eh) = -0.323
- ΔE to the lowest compared entry with this formula, charge and spin (kJ/mol) = 193.8
- calculated total energy (eV) = -20777.211

No. 5
Entry from the OMol25 dataset: a 3-piece molecular cluster, C4H13NO3 overall in a non-equilibrium geometry (the ωB97M-V functional and the def2-TZVPD basis).

```
! wB97M-V def2-TZVPD RIJCOSX def2/J DEFGRID3
* xyz 0 1
C -0.029 -1.924 -1.156
C 0.631 -0.593 -0.850
C 1.300 -0.527 0.452
C 1.716 0.742 1.066
N 1.217 1.831 0.469
O 2.464 0.676 1.980
H 0.408 -2.724 -0.518
H -0.024 -2.180 -2.222
H -1.054 -1.817 -0.784
H 1.403 -0.269 -1.526
H -0.092 0.203 -0.920
H 0.487 -0.968 1.160
H 2.089 -1.396 0.537
H 0.449 1.784 -0.173
H 1.457 2.651 0.843
H -2.794 -0.661 1.088
H -1.909 -0.036 2.000
O -2.484 -0.780 1.980
H -2.374 2.264 -0.779
H -1.302 1.985 -1.750
O -1.557 1.737 -0.897
*
```

Computed properties:
- molar mass (u) = 123.2
- SMILES = CCCC(N)=O.O.O
- max |F| (Eh/bohr) = 0.10532
- highest occupied orbital energy (Eh) = -0.348
- ΔE to the lowest compared entry with this formula, charge and spin (kJ/mol) = 137.5
- calculated total energy (eV) = -11991.047

No. 6
Entry from the OMol25 dataset: a 4-piece molecular cluster, C4H13NO3 overall in a non-equilibrium geometry (the ωB97M-V functional and the def2-TZVPD basis).

```
! wB97M-V def2-TZVPD RIJCOSX def2/J DEFGRID3
* xyz 0 1
C -0.266 -1.026 1.438
N -0.382 -0.757 -0.034
C 3.522 1.630 -1.233
C -1.474 -0.146 -0.493
C -2.572 -0.895 -1.103
O -3.652 -0.362 -1.237
H -0.375 -0.118 2.025
H 0.756 -1.393 1.536
H -0.917 -1.878 1.636
H 0.491 -0.254 -0.306
H 3.664 2.551 -0.656
H 2.787 1.817 -2.017
H 4.523 1.581 -1.680
H -1.550 0.944 -0.434
H -2.373 -1.956 -1.300
H 3.255 0.717 -0.651
H 3.077 -1.271 0.515
O 2.474 -0.540 0.320
H -3.042 0.418 1.712
H -4.005 0.323 0.519
O -3.941 0.615 1.442
*
```

Computed properties:
- molar mass (u) = 123.2
- max |F| (Eh/bohr) = 0.04117
- highest occupied orbital energy (Eh) = -0.305
- ΔE to the lowest compared entry with this formula, charge and spin (kJ/mol) = 742.5
- calculated total energy (eV) = -11984.776

No. 7
Entry from the OMol25 dataset: a 3-piece molecular cluster, C4H13NO3 overall in a non-equilibrium geometry (the ωB97M-V functional and the def2-TZVPD basis).

```
! wB97M-V def2-TZVPD RIJCOSX def2/J DEFGRID3
* xyz 1 2
C -0.174 -1.436 -0.201
C -0.489 -0.544 1.027
C -1.751 0.283 0.852
O -1.597 1.103 -0.272
N -0.204 -0.780 -1.513
C 0.991 -0.092 -1.903
O 2.381 -0.735 0.811
H 0.824 -1.888 -0.146
H -0.916 -2.242 -0.262
H 0.400 -0.010 1.322
H -0.655 -1.330 1.792
H -2.631 -0.371 0.715
H -1.796 0.968 1.711
H -0.454 2.060 0.477
H -1.013 -0.131 -1.410
H 0.726 0.516 -2.782
H 1.776 -0.821 -2.121
H 3.009 -1.264 1.343
H 0.151 3.474 0.646
H 1.275 0.643 -1.108
O 0.149 2.598 1.022
*
```

Computed properties:
- molar mass (u) = 123.2
- max |F| (Eh/bohr) = 0.07506
- highest occupied orbital energy (alpha / beta) (Eh) = -0.537 / -0.536
- ΔE to the lowest compared entry with this formula, charge and spin (kJ/mol) = 581.2
- calculated total energy (eV) = -11977.600

No. 8
Entry from the OMol25 dataset: C4H13NO3Si2 as an isolated structure in a non-equilibrium geometry (the ωB97M-V functional and the def2-TZVPD basis).

```
! wB97M-V def2-TZVPD RIJCOSX def2/J DEFGRID3
* xyz 0 1
C 2.786 1.068 0.777
N 2.467 -0.273 0.193
C 2.317 -0.182 -1.285
C 1.302 -0.845 0.848
O 1.322 -0.874 2.108
C 0.040 -1.475 0.124
Si -1.384 -0.248 -0.213
O -2.403 -0.974 -1.422
O -2.409 0.018 1.178
Si -3.717 1.022 0.590
H 3.541 0.938 1.622
H 1.835 1.550 1.179
H 3.259 1.696 -0.039
H 3.310 0.240 -1.683
H 1.519 0.566 -1.631
H 2.188 -1.192 -1.799
H -0.364 -2.312 0.801
H 0.325 -1.978 -0.853
H -0.930 1.093 -0.624
H -2.705 -1.810 -0.994
H -4.062 2.106 1.509
H -4.938 0.254 0.310
H -3.299 1.613 -0.694
*
```

Computed properties:
- molar mass (u) = 179.3
- max |F| (Eh/bohr) = 0.07087
- highest occupied orbital energy (Eh) = -0.352
- ΔE to the lowest compared entry with this formula, charge and spin (kJ/mol) = 102.5
- calculated total energy (eV) = -27748.566

No. 9
Entry from the OMol25 dataset: a 2-piece molecular cluster, C4H13NOS overall in a non-equilibrium geometry (the ωB97M-V functional and the def2-TZVPD basis).

```
! wB97M-V def2-TZVPD RIJCOSX def2/J DEFGRID3
* xyz 0 1
C -1.046 1.291 -0.555
C -0.517 -0.084 -1.342
C 0.879 -0.388 -0.899
S 1.725 -1.484 -2.128
C 2.716 -0.151 -2.795
N -1.984 0.805 0.513
H -0.167 1.807 -0.208
H -1.610 1.953 -1.167
H -1.024 -0.982 -0.980
H -0.621 0.229 -2.430
H 1.486 0.524 -0.916
H 1.085 -0.780 0.213
H 3.587 0.097 -2.116
H 1.957 0.838 -2.829
H 3.015 -0.403 -3.801
H -2.447 1.594 0.902
H -2.282 -0.097 0.101
H -2.223 -1.155 6.831
H -1.276 -2.266 6.690
O -1.253 -1.348 6.917
*
```

Computed properties:
- molar mass (u) = 123.2
- SMILES = CSCCCN.O
- max |F| (Eh/bohr) = 0.07181
- highest occupied orbital energy (Eh) = -0.311
- ΔE to the lowest compared entry with this formula, charge and spin (kJ/mol) = 247.7
- calculated total energy (eV) = -18729.444

No. 10
Entry from the OMol25 dataset: a 2-piece molecular cluster, C4H13NOS overall in a non-equilibrium geometry (the ωB97M-V functional and the def2-TZVPD basis).

```
! wB97M-V def2-TZVPD RIJCOSX def2/J DEFGRID3
* xyz 0 1
C -1.938 -0.641 1.019
C -0.695 -0.367 0.189
C 0.563 -0.308 1.078
C 1.805 0.146 0.376
S 2.094 1.972 0.085
N -0.539 -1.491 -0.758
H -1.908 -1.613 1.516
H -2.039 0.158 1.769
H -2.901 -0.563 0.505
H -0.955 0.574 -0.304
H 0.664 -1.329 1.486
H 0.468 0.137 2.084
H 1.823 -0.257 -0.634
H 2.751 -0.044 0.865
H 0.878 2.330 0.566
H -0.102 -2.265 -0.278
H 0.102 -1.297 -1.521
H 0.219 2.294 -2.880
H -0.510 1.076 -2.814
O 0.221 1.488 -2.350
*
```

Computed properties:
- molar mass (u) = 123.2
- SMILES = C[C@H](N)CCS.O
- max |F| (Eh/bohr) = 0.03227
- highest occupied orbital energy (Eh) = -0.314
- ΔE to the lowest compared entry with this formula, charge and spin (kJ/mol) = 95.4
- calculated total energy (eV) = -18731.022